1.
{
  "formula": "C34H48N3O4PS2Se3Si3TeTi",
  "method": "the ωB97M-V functional and the def2-TZVPD basis",
  "e_lumo_ev": [0.85, 0.86],
  "total_charge": -1,
  "s2": 0.758,
  "multiplicity": 2,
  "total_energy_ha": -12117.8770,
  "de_lowest_kcal_mol": 17.41,
  "gap_ev": [4.52, 4.53],
  "elements": ["Ti", "C", "O", "Si", "C", "C", "C", "Si", "C", "C", "C", "Si", "C", "C", "C", "H", "H", "H", "H", "H", "H", "H", "H", "H", "H", "H", "H", "H", "H", "H", "H", "H", "H", "H", "H", "H", "H", "H", "H", "H", "H", "H", "Se", "Se", "Te", "Se", "S", "C", "N", "C", "C", "C", "N", "H", "H", "H", "H", "C", "P", "C", "C", "C", "C", "C", "C", "C", "C", "C", "C", "C", "C", "H", "H", "H", "H", "H", "H", "H", "H", "H", "H", "H", "H", "H", "O", "S", "O", "N", "C", "O", "C", "C", "C", "C", "C", "C", "H", "H", "H", "H"],
  "positions_angstrom": [[0.6700, 0.4792, 0.5818], [0.6993, -2.3767, -1.1547], [1.1982, -1.4945, -0.1478], [2.7585, -1.5821, 0.5654], [3.9904, -1.7470, -0.8161], [2.8556, -3.2740, 1.3737], [2.7320, -0.0260, 1.5270], [4.2028, 1.0612, 1.1218], [4.6864, 1.4363, -0.6537], [5.7957, 0.2607, 1.8098], [4.0037, 2.8132, 1.7735], [2.4708, -0.0904, 3.3827], [2.3419, -1.8319, 4.1051], [0.9409, 0.7454, 4.1459], [3.8258, 0.6281, 4.5022], [-0.1010, -2.9798, -0.7260], [1.5071, -3.0155, -1.5165], [0.3352, -1.7815, -1.9904], [4.0172, -2.7918, -1.1379], [5.0009, -1.4841, -0.4896], [3.7296, -1.1403, -1.6853], [2.8045, -4.0057, 0.5611], [2.0825, -3.5022, 2.0977], [3.8262, -3.3969, 1.8645], [4.6304, 0.6255, -1.3771], [5.7345, 1.7488, -0.5807], [4.1190, 2.2734, -1.0625], [6.4484, -0.0222, 0.9789], [5.5940, -0.6405, 2.3935], [6.3641, 0.9448, 2.4466], [3.2172, 3.2837, 1.1784], [4.9360, 3.3604, 1.5995], [3.7414, 2.9153, 2.8223], [1.4792, -2.3871, 3.7300], [2.2164, -1.7112, 5.1861], [3.2317, -2.4384, 3.9316], [0.3355, 1.4006, 3.5260], [1.2985, 1.3434, 4.9892], [0.2580, -0.0134, 4.5373], [3.5961, 0.2616, 5.5083], [3.8105, 1.7149, 4.5506], [4.8413, 0.3204, 4.2627], [1.7127, 1.2151, -1.6668], [2.1119, -0.0301, -3.5747], [-1.2662, 3.0322, -3.2663], [-0.6537, 1.3714, -1.4131], [-1.2545, -0.5113, 1.9441], [-1.1300, -2.0768, 2.4845], [-1.8472, -2.3856, 3.6182], [-1.9388, -3.6154, 4.1549], [-1.2946, -4.6509, 3.5607], [-0.5622, -4.3067, 2.3943], [-0.4686, -3.1137, 1.8831], [-2.3331, -1.5985, 4.0325], [-2.5312, -3.7083, 5.0543], [-1.3307, -5.6526, 3.9547], [-0.0257, -5.0910, 1.8643], [-4.0186, -0.1798, -0.5039], [-2.8280, -1.4843, -1.0108], [-3.9412, -2.9572, -0.7919], [-4.8298, -3.4527, -1.7441], [-5.6442, -4.5428, -1.4683], [-5.5967, -5.1612, -0.2257], [-4.7241, -4.6774, 0.7391], [-3.9070, -3.5935, 0.4500], [-2.8399, -1.3622, -2.8287], [-3.2384, -0.2260, -3.5187], [-3.1122, -0.1575, -4.9024], [-2.5933, -1.2255, -5.6108], [-2.1793, -2.3674, -4.9300], [-2.2936, -2.4267, -3.5539], [-4.9310, -0.1974, -1.1021], [-3.5546, 0.8058, -0.5786], [-4.2712, -0.3461, 0.5443], [-4.8827, -2.9835, -2.7192], [-6.3250, -4.9081, -2.2276], [-6.2331, -6.0109, -0.0114], [-4.6767, -5.1464, 1.7154], [-3.2191, -3.2284, 1.2058], [-3.6146, 0.6406, -2.9916], [-3.3911, 0.7557, -5.4112], [-2.4847, -1.1656, -6.6865], [-1.7455, -3.1978, -5.4736], [-1.9515, -3.3148, -3.0308], [-2.9936, 2.5268, 3.4515], [-2.5548, 3.3045, 2.3225], [-3.5378, 3.8735, 1.4523], [-1.4418, 2.4394, 1.4651], [-0.2409, 2.8992, 1.6573], [0.8336, 2.3508, 1.2293], [-0.1583, 4.1438, 2.5026], [0.9627, 4.8490, 2.8949], [0.7690, 5.9789, 3.6840], [-0.5118, 6.3792, 4.0575], [-1.6347, 5.6542, 3.6722], [-1.4177, 4.5332, 2.8978], [1.9480, 4.5259, 2.5875], [1.6234, 6.5582, 4.0097], [-0.6362, 7.2697, 4.6612], [-2.6318, 5.9577, 3.9614]],
  "forces_ev_per_a": [[1.3, -0.8, -0.5], [0.0, 0.0, 0.0], [0.0, 0.1, 0.4], [-0.3, -0.1, -0.1], [0.2, 0.0, -0.1], [0.1, -0.1, 0.1], [-0.5, 0.0, 0.4], [0.0, 0.0, 0.1], [0.0, 0.0, -0.2], [0.0, 0.0, 0.0], [0.0, 0.1, 0.0], [0.1, -0.1, 0.0], [-0.1, -0.1, 0.0], [-0.1, 0.1, 0.0], [0.1, 0.0, -0.1], [0.0, 0.0, 0.0], [0.0, 0.0, 0.0], [0.0, 0.0, 0.0], [0.0, 0.0, 0.0], [0.0, 0.0, 0.0], [0.0, -0.1, 0.0], [0.0, 0.0, 0.0], [0.0, 0.0, 0.0], [0.0, 0.0, -0.1], [0.1, 0.1, 0.1], [0.0, 0.0, -0.1], [0.1, 0.0, 0.0], [0.0, 0.0, 0.0], [0.0, 0.0, 0.0], [0.0, 0.0, 0.0], [0.0, 0.0, 0.0], [0.0, 0.0, 0.0], [0.0, 0.0, 0.1], [0.0, 0.0, 0.0], [0.0, 0.0, 0.0], [0.0, 0.0, 0.0], [0.1, 0.0, 0.0], [-0.1, 0.0, 0.0], [0.0, 0.0, 0.0], [0.0, 0.0, 0.0], [0.0, 0.1, 0.0], [0.0, 0.0, 0.0], [-0.4, 0.4, -0.8], [0.0, 0.0, 0.4], [-0.1, 0.0, 0.3], [0.0, 0.0, -0.8], [-0.1, 0.4, 0.1], [0.2, -0.9, -0.2], [-0.1, 0.3, 0.1], [0.0, -0.2, 0.1], [0.1, 0.3, -0.2], [0.0, -0.4, 0.2], [-0.2, 0.6, 0.1], [0.0, 0.0, 0.1], [0.0, 0.0, 0.0], [0.0, 0.0, 0.0], [0.0, 0.1, 0.0], [0.0, 0.1, 0.0], [-0.2, -0.4, -0.1], [0.0, 0.1, 0.2], [0.0, 0.1, -0.1], [0.0, 0.0, 0.0], [0.0, 0.0, 0.0], [0.0, 0.0, 0.0], [0.1, 0.0, 0.0], [0.1, -0.1, -0.1], [0.0, 0.0, 0.0], [0.0, 0.0, 0.0], [0.0, -0.1, 0.0], [0.0, 0.1, 0.0], [0.0, 0.0, 0.0], [0.0, 0.0, 0.0], [0.0, 0.0, 0.0], [0.0, 0.0, 0.0], [0.0, 0.0, 0.0], [0.0, 0.0, 0.0], [0.0, 0.0, 0.0], [0.0, 0.0, 0.0], [0.0, 0.0, 0.0], [0.0, 0.0, 0.0], [0.0, 0.0, 0.0], [0.0, 0.0, 0.0], [0.0, 0.0, 0.0], [0.0, 0.0, 0.0], [-0.1, 0.0, 0.0], [0.2, -0.2, -0.2], [-0.1, 0.0, 0.0], [-0.3, 0.0, 0.3], [0.1, 0.6, 0.4], [-0.2, 0.1, 0.4], [0.1, -0.3, -0.3], [0.0, 0.1, 0.0], [0.0, -0.1, 0.0], [0.0, 0.1, 0.0], [0.1, 0.0, 0.0], [-0.1, 0.1, 0.2], [0.0, 0.0, 0.0], [0.0, 0.0, 0.0], [0.0, 0.0, 0.0], [0.0, 0.0, 0.0]],
  "mulliken_spin": [1.015, 0.000, -0.024, -0.014, 0.003, 0.000, 0.034, 0.017, 0.003, -0.001, 0.001, 0.010, -0.001, 0.010, 0.002, 0.004, -0.001, 0.000, 0.000, 0.000, 0.000, 0.000, -0.001, 0.000, 0.000, 0.000, 0.000, 0.000, -0.001, 0.000, 0.001, 0.000, 0.000, 0.000, 0.000, 0.000, -0.004, 0.000, 0.002, 0.000, 0.000, 0.000, -0.015, -0.001, -0.002, -0.005, -0.010, 0.003, 0.001, 0.000, 0.000, -0.001, 0.007, 0.001, 0.000, 0.000, 0.000, 0.002, -0.001, 0.000, 0.000, 0.000, 0.000, 0.000, -0.001, 0.000, -0.001, 0.000, 0.000, 0.000, 0.000, 0.000, 0.001, 0.000, 0.000, 0.000, 0.000, 0.000, 0.001, 0.000, 0.000, 0.000, 0.000, 0.000, 0.000, 0.000, 0.000, 0.004, -0.007, -0.023, -0.005, 0.000, 0.000, 0.000, 0.000, 0.000, 0.000, 0.000, 0.000, 0.000]
}

---

2.
{
  "formula": "C21H37I2N5O4PSTa",
  "method": "the ωB97M-V functional and the def2-TZVPD basis",
  "e_lumo_ev": [-13.59, -13.59],
  "total_charge": 4,
  "multiplicity": 1,
  "total_energy_ha": -2787.7267,
  "de_lowest_kcal_mol": 23.13,
  "gap_ev": [4.59, 4.59],
  "elements": ["Ta", "C", "N", "C", "C", "C", "N", "C", "C", "H", "H", "H", "H", "H", "H", "H", "H", "H", "H", "H", "H", "H", "H", "H", "H", "I", "C", "C", "C", "I", "C", "C", "C", "C", "N", "C", "C", "O", "H", "H", "H", "H", "C", "N", "C", "S", "N", "C", "H", "H", "H", "H", "H", "H", "H", "H", "C", "O", "P", "O", "C", "O", "C", "H", "H", "H", "H", "H", "H", "H", "H", "H"],
  "positions_angstrom": [[-0.1902, -0.8339, 0.2345], [-1.3550, -0.0871, 3.2410], [-0.7165, -1.1968, 2.4487], [0.5282, -1.5946, 3.1762], [-1.6613, -2.3711, 2.5466], [-2.7327, -2.2663, 1.4898], [-2.0999, -2.2762, 0.1357], [-1.6312, -3.6764, -0.1644], [-3.1599, -2.0171, -0.8784], [-1.5296, -0.4451, 4.2545], [-2.3049, 0.1907, 2.7913], [-0.7046, 0.7792, 3.2756], [0.2854, -1.7858, 4.2224], [1.2559, -0.7862, 3.1298], [0.9340, -2.5073, 2.7425], [-2.0797, -2.4092, 3.5522], [-1.0773, -3.2809, 2.4164], [-3.2774, -1.3251, 1.6027], [-3.4631, -3.0739, 1.5687], [-2.4931, -4.3423, -0.1527], [-0.9054, -4.0206, 0.5612], [-1.1779, -3.7008, -1.1532], [-3.9068, -2.8101, -0.8455], [-2.7282, -1.9822, -1.8767], [-3.6574, -1.0814, -0.6611], [1.5752, -5.8112, 0.4802], [2.4945, -4.1085, -0.2491], [3.8079, -4.1996, -0.7373], [4.5083, -3.1024, -1.2832], [6.3855, -3.4532, -1.9129], [3.8695, -1.8055, -1.3970], [4.3683, -0.6688, -2.0498], [3.5578, 0.4423, -2.1539], [2.2782, 0.4293, -1.5918], [1.7867, -0.6189, -0.9394], [2.5872, -1.7164, -0.8532], [1.9392, -2.8413, -0.2396], [0.6972, -2.5490, 0.1263], [4.3010, -5.1634, -0.7030], [5.3571, -0.6603, -2.4912], [3.8988, 1.3254, -2.6756], [1.6393, 1.2948, -1.6819], [2.7297, 4.7394, 1.7639], [2.2706, 3.3440, 1.6388], [1.4557, 2.8215, 0.7437], [0.7348, 1.2885, 1.2979], [1.1919, 3.3722, -0.4278], [1.9166, 4.4626, -1.1005], [3.0058, 4.8878, 2.8039], [1.9165, 5.4219, 1.5310], [3.5967, 4.9372, 1.1392], [2.4527, 2.7556, 2.4401], [0.3606, 3.0151, -0.8855], [1.6596, 5.4389, -0.6987], [1.6349, 4.4360, -2.1501], [2.9892, 4.3010, -1.0243], [-4.9697, 1.0537, -1.0816], [-3.5562, 1.0758, -1.4763], [-2.2891, 1.0893, -0.5370], [-1.1703, 0.1686, -1.4356], [-0.7934, 0.4431, -2.8271], [-1.6911, 2.5349, -0.8372], [-2.5180, 3.7469, -0.9097], [-5.5086, 1.4373, -1.9418], [-5.1269, 1.6955, -0.2183], [-5.2842, 0.0353, -0.8720], [-0.0153, 1.2050, -2.8376], [-1.6835, 0.7798, -3.3529], [-0.4318, -0.4908, -3.2488], [-2.8231, 4.0289, 0.0948], [-3.3731, 3.5679, -1.5542], [-1.8843, 4.5143, -1.3417]],
  "forces_ev_per_a": [[0.9, -0.5, -0.5], [-0.1, 0.2, -0.2], [0.0, -0.2, -0.1], [0.3, 0.0, 0.0], [0.0, -0.3, -0.4], [0.1, 0.4, 0.2], [0.5, -0.1, -0.1], [-0.1, -0.2, 0.0], [0.0, 0.2, -0.1], [0.0, 0.0, 0.0], [0.0, 0.0, 0.0], [0.0, 0.0, 0.0], [0.0, 0.0, 0.0], [0.0, 0.0, 0.1], [0.1, 0.0, 0.0], [-0.1, 0.1, 0.0], [0.0, 0.0, 0.0], [0.0, -0.1, -0.1], [0.1, -0.1, 0.0], [-0.1, 0.0, 0.0], [-0.1, 0.0, -0.1], [0.0, 0.0, 0.0], [0.1, -0.1, 0.0], [0.0, 0.0, 0.0], [0.0, 0.0, 0.0], [0.0, 0.3, 0.0], [0.5, 0.1, 0.2], [0.5, 0.8, -0.4], [-1.1, -0.6, 0.6], [0.9, 0.0, -0.4], [0.4, -0.6, 0.0], [0.0, -0.4, 0.1], [-0.7, 0.3, 0.2], [0.8, 0.6, -0.5], [-1.1, -0.3, 0.5], [-1.0, -1.4, 0.7], [1.1, 0.7, -1.1], [-1.7, 2.0, 0.8], [0.0, 0.1, 0.0], [0.0, -0.1, 0.0], [0.0, 0.0, 0.0], [0.1, 0.0, 0.1], [0.0, 0.2, 0.1], [-0.3, -0.4, 0.0], [0.8, 0.1, -0.1], [-0.8, -0.4, 0.1], [-0.5, -0.4, 0.1], [0.1, 0.1, 0.0], [0.0, 0.0, 0.0], [0.0, 0.0, 0.0], [0.0, 0.0, 0.0], [0.1, 0.0, 0.0], [0.0, 0.1, 0.1], [0.0, 0.0, 0.0], [0.0, 0.0, 0.0], [0.0, 0.0, 0.0], [-0.2, 0.1, 0.0], [0.5, -0.2, 0.2], [-0.6, 0.6, -0.1], [0.7, -0.5, 0.7], [0.1, 0.0, -0.5], [0.4, -0.4, 0.1], [-0.1, 0.1, 0.0], [0.0, 0.0, 0.0], [0.0, 0.0, 0.0], [0.0, 0.0, 0.0], [-0.2, -0.1, -0.1], [0.0, 0.0, 0.0], [0.0, 0.0, 0.0], [0.0, 0.0, 0.0], [0.0, 0.0, 0.0], [0.0, 0.0, 0.0]],
  "mulliken_charge": [2.436, -1.125, -0.515, -0.954, -0.836, -0.698, 0.218, -1.193, -0.937, 0.519, 0.376, 0.393, 0.498, 0.304, 0.394, 0.642, 0.337, 0.255, 0.491, 0.468, 0.147, 0.427, 0.590, 0.373, -0.095, 0.246, -1.007, -0.372, -0.192, 0.359, 0.406, -0.599, -1.880, 0.518, -0.266, 0.790, 0.088, 0.837, 0.398, 0.355, 0.546, 0.555, -0.984, -0.212, 0.636, -0.344, 0.161, -1.253, 0.374, 0.339, 0.355, 0.289, 0.119, 0.387, 0.402, 0.456, -0.683, -0.469, 0.677, -0.495, -0.903, -0.373, -0.796, 0.302, 0.356, 0.350, 0.272, 0.363, 0.370, 0.352, 0.347, 0.309]
}

---

3.
{
  "formula": "C5H13N3O2",
  "method": "the ωB97M-V functional and the def2-TZVPD basis",
  "e_lumo_ev": 0.68,
  "multiplicity": 1,
  "total_energy_ha": -513.0834,
  "smiles": "[H]/N=C(\\N)NCC.CC(=O)O",
  "de_lowest_kcal_mol": 7.46,
  "gap_ev": 9.57,
  "elements": ["H", "N", "C", "N", "N", "C", "C", "H", "H", "H", "H", "H", "H", "H", "H", "C", "C", "O", "O", "H", "H", "H", "H"],
  "positions_angstrom": [[2.4648, 1.9590, 0.7352], [1.6588, 1.9420, 0.1192], [0.5808, 1.8454, 0.7876], [0.4452, 1.7802, 2.1650], [-0.6480, 1.8471, 0.1664], [-0.6530, 1.9185, -1.2951], [-0.2766, 0.6152, -1.9887], [1.2053, 1.9705, 2.7938], [-0.4233, 2.0915, 2.5662], [-1.3261, 1.2083, 0.5519], [0.0315, 2.7287, -1.5096], [-1.6420, 2.2694, -1.5932], [0.7897, 0.5944, -2.1893], [-0.8351, 0.4630, -2.9054], [-0.5071, -0.1968, -1.3044], [-0.9623, -2.6136, 0.0593], [0.3642, -3.2168, 0.3708], [0.7907, -4.2623, -0.0350], [1.0676, -2.4395, 1.2320], [-1.7250, -3.3152, 0.3695], [-1.1423, -2.6206, -1.0164], [-1.1089, -1.6199, 0.4370], [1.8511, -2.9484, 1.4835]],
  "forces_ev_per_a": [[0.0, 0.2, 0.0], [0.3, -0.2, 0.0], [0.0, 0.3, 0.6], [-0.2, -0.3, 0.7], [-0.3, 0.0, -0.6], [-0.3, 0.3, 0.4], [0.1, 0.2, 0.2], [0.4, -0.1, -0.5], [-0.1, 0.0, -0.3], [0.0, 0.0, 0.2], [0.2, 0.0, -0.4], [-0.1, -0.1, 0.0], [0.1, -0.1, 0.0], [0.0, 0.0, -0.2], [0.0, -0.2, -0.1], [-0.4, -0.6, -1.1], [0.4, 0.4, 0.3], [-0.1, -0.1, -0.1], [-0.2, -0.1, 0.0], [-0.2, 0.0, 0.6], [0.4, 0.2, -0.1], [0.0, 0.2, 0.4], [0.1, 0.0, -0.1]],
  "nbo_charge": [0.337, -0.783, 0.581, -0.846, -0.631, -0.220, -0.630, 0.388, 0.383, 0.374, 0.224, 0.189, 0.233, 0.207, 0.195, -0.736, 0.792, -0.591, -0.684, 0.249, 0.247, 0.229, 0.493]
}